*one*
21
Properties=species:S:1:pos:R:3:lowdin_charge:R:1 method="wB97M-V/def2-TZVPD" charge=+1 lumo_energy_ev=-2.91 orbital_gap_ev=10.85
N 0.13 0.94 -0.48 0.158
O -0.28 2.72 -2.26 -0.036
H -1.88 0.91 0.15 0.137
C -0.85 -0.95 0.83 -0.086
H -1.76 -1.41 1.19 0.126
C -0.93 0.51 0.51 -0.133
O 1.46 -0.73 1.40 0.048
H -0.65 -1.55 -0.07 0.131
C 0.36 -1.13 1.75 -0.538
N 0.10 -1.61 2.99 0.198
H 0.00 1.95 -0.68 0.121
H -0.75 1.23 1.32 0.143
H -0.78 -1.92 3.34 0.117
H 0.88 -0.27 -3.61 0.068
H -0.01 0.42 -1.35 0.092
H -0.29 -1.27 -3.40 0.068
O 0.14 -0.49 -3.04 -0.039
H 0.90 -1.48 3.60 0.129
H 0.54 3.05 -2.63 0.079
H 1.04 0.73 -0.06 0.144
H -0.77 2.39 -3.02 0.073

---

*two*
21
Properties=species:S:1:pos:R:3:lowdin_charge:R:1 method="wB97M-V/def2-TZVPD" charge=+1 lumo_energy_ev=-2.83 orbital_gap_ev=11.55
H 3.78 0.05 0.73 0.079
H -1.29 0.60 -0.06 0.136
N 0.75 0.14 -0.47 0.006
N -1.08 -0.56 2.61 0.191
H 3.88 1.47 0.12 0.074
H 1.26 0.31 -2.49 0.107
H -0.38 -0.11 -2.25 0.096
H -1.41 -1.36 3.12 0.129
H -2.60 1.72 -2.99 0.044
H -1.73 0.21 2.65 0.114
H -0.28 1.35 0.96 0.152
H 0.95 -0.86 -0.44 0.159
H 1.56 0.72 -0.22 0.118
H -3.61 0.62 -2.98 0.053
C -0.46 -0.79 1.42 -0.504
C 0.39 0.54 -1.87 0.011
O -2.77 0.86 -2.58 -0.063
O 3.37 0.65 0.09 -0.032
C -0.37 0.37 0.48 -0.064
H 0.28 1.62 -1.90 0.111
O 0.06 -1.84 1.11 0.086

---

*three*
21
Properties=species:S:1:pos:R:3:lowdin_charge:R:1 method="wB97M-V/def2-TZVPD" charge=+1 lumo_energy_ev=-3.54 orbital_gap_ev=10.24
N -0.82 1.79 -0.65 0.045
C -0.54 1.89 -2.09 -0.048
H -0.12 2.85 -2.33 0.092
H -1.39 -1.86 0.94 0.182
H 1.93 -3.08 -0.52 0.081
C -1.27 -0.55 -0.72 -0.066
H 2.59 -1.74 -0.10 0.078
H -0.81 -0.61 -1.70 0.129
O -0.82 0.66 1.29 0.093
H -0.86 2.68 -0.18 0.154
H -1.42 1.65 -2.67 0.089
H 3.22 0.43 1.66 0.035
O 2.46 0.28 2.23 -0.037
H 0.22 1.14 -2.36 0.086
H -2.35 -0.49 -0.84 0.159
O 1.77 -2.25 -0.08 -0.028
C -0.90 0.66 0.08 -0.505
H -1.34 -2.56 -0.47 0.170
H 0.11 -1.79 0.14 0.108
N -0.93 -1.78 0.02 0.192
H 1.66 0.00 1.78 -0.008

---

It comes down to *one*, which is 0.471 eV more stable than the next structure.

---

*one*
18
Properties=species:S:1:pos:R:3:lowdin_charge:R:1 method="wB97M-V/def2-TZVPD" lumo_energy_ev=0.56 orbital_gap_ev=9.80
C 1.19 -0.36 -1.44 0.001
N 0.49 -2.50 -0.53 0.120
C 0.17 -0.44 -0.32 -0.339
H -1.06 2.89 0.18 0.130
H -1.67 0.53 -0.29 0.108
H 2.24 -0.61 -1.25 0.119
O -1.08 1.62 2.47 -0.186
C 0.53 -1.64 0.55 -0.419
H 1.14 -3.26 -0.70 0.144
O 0.92 2.53 0.59 0.054
H -1.94 2.08 2.53 0.037
H -1.21 0.66 1.69 0.203
C -0.25 2.22 0.53 -0.195
H -0.61 -1.56 -2.23 0.146
O 0.68 -1.82 1.74 0.106
C 0.15 -1.43 -1.47 -0.175
N -0.71 0.60 0.04 0.032
H 1.03 0.48 -2.11 0.116

---

*two*
18
Properties=species:S:1:pos:R:3:lowdin_charge:R:1 method="wB97M-V/def2-TZVPD" lumo_energy_ev=0.63 orbital_gap_ev=10.42 smiles="Cc1conc1C(=O)O.N"
H 2.11 -1.27 -1.05 0.133
C -1.50 -2.35 0.08 -0.034
H 2.17 3.16 0.86 0.018
N -0.77 1.30 0.06 0.131
H 2.30 3.14 -0.78 0.016
H -1.10 -2.75 1.02 0.088
C -1.47 -0.86 0.07 -0.198
N 2.46 2.59 0.07 0.027
C -2.54 -0.01 0.01 -0.060
H -0.89 -2.76 -0.74 0.084
O 1.71 -0.40 1.17 0.121
H 3.46 2.43 0.15 0.016
O -2.12 1.26 -0.02 -0.024
H -2.53 -2.71 -0.04 0.083
C 1.10 -0.21 0.14 -0.493
C -0.37 0.05 0.09 -0.165
O 1.59 -0.45 -1.07 0.116
H -3.61 -0.17 -0.04 0.140

---

*three*
18
Properties=species:S:1:pos:R:3:lowdin_charge:R:1 method="wB97M-V/def2-TZVPD" lumo_energy_ev=0.76 orbital_gap_ev=9.65 smiles="C=CONC(C)=C=[N+]([O-])O"
C -1.79 1.80 -0.45 -0.208
C 0.19 -0.89 -0.38 -0.282
H -2.01 2.67 -1.05 0.114
H 1.22 -2.68 0.17 0.089
O 3.37 0.54 -0.76 -0.017
O 2.55 0.73 1.33 0.043
C 0.22 -2.37 -0.12 -0.012
C 1.27 -0.15 -0.31 0.078
H -2.46 2.54 1.38 0.049
H -1.78 0.83 1.41 0.053
H -0.07 -2.92 -1.02 0.086
H -0.48 -2.62 0.67 0.087
C -2.02 1.72 0.85 0.023
H 3.42 1.16 1.38 0.108
N 2.40 0.32 -0.04 -0.312
O -1.25 0.84 -1.26 -0.068
H -1.68 -1.10 -1.14 0.151
N -1.09 -0.43 -0.66 0.017

---

It comes down to *two*, which is 2.688 eV more stable than the next structure.

---

*one*
7
Properties=species:S:1:pos:R:3:lowdin_charge:R:1 method="wB97M-V/def2-TZVPD" lumo_energy_ev="-2.37 / -1.96" orbital_gap_ev="8.40 / 7.75"
H -1.22 -1.59 1.81 -0.122
O -3.00 0.62 1.14 0.070
N -3.09 -0.11 0.18 -0.251
C 0.33 -0.67 0.09 -0.674
N 1.03 0.04 -0.50 0.073
P -0.68 -2.03 0.51 0.787
O -3.70 -0.10 -0.82 0.118

---

*two*
7
Properties=species:S:1:pos:R:3:lowdin_charge:R:1 method="wB97M-V/def2-TZVPD" lumo_energy_ev="-2.88 / -2.04" orbital_gap_ev="8.29 / 8.50"
O 1.36 1.84 -0.34 -0.007
C 0.01 -1.54 -0.12 -0.570
H -2.20 0.43 -0.23 0.135
O 0.23 0.90 1.25 -0.008
N 0.09 -2.50 0.50 0.112
P -0.09 -0.13 -1.18 0.995
N 0.60 1.02 0.11 -0.657

---

It comes down to *one*, which is 1.306 eV more stable than the next structure.

---

*one*
16
Properties=species:S:1:pos:R:3:lowdin_charge:R:1 method="wB97M-V/def2-TZVPD" lumo_energy_ev=-0.99 orbital_gap_ev=6.33
C 2.34 -0.71 -0.13 -0.173
H -2.48 1.62 0.18 0.085
C 0.06 -0.47 0.11 -0.217
C 0.60 0.81 0.04 -0.350
N -0.27 1.75 -0.20 0.033
C 2.09 0.58 -0.09 -0.046
H -3.13 -1.32 -1.08 0.142
N -2.55 -1.24 -0.06 -0.042
H 3.35 -1.02 0.03 0.107
H 2.70 1.49 -0.32 0.114
N 1.16 -1.36 0.10 0.040
H 1.14 -2.37 0.58 0.209
H -0.25 2.74 1.14 0.328
C -1.53 1.09 0.03 -0.109
H -3.36 -0.61 0.36 0.081
C -1.28 -0.39 0.07 -0.203

---

*two*
16
Properties=species:S:1:pos:R:3:lowdin_charge:R:1 method="wB97M-V/def2-TZVPD" lumo_energy_ev=0.66 orbital_gap_ev=8.14
H -0.31 0.35 2.59 0.105
C 0.04 -0.22 1.69 -0.080
N -0.12 0.39 0.34 -0.062
N -0.82 -0.47 -0.54 -0.081
H 1.17 -0.37 1.98 0.134
H -1.13 -0.29 -2.77 0.164
H -1.61 -2.40 -0.35 0.130
C -1.26 -1.54 0.22 -0.147
H -1.28 -2.37 2.10 0.125
C 0.78 0.57 -1.74 -0.023
H 1.06 1.10 -2.79 0.139
H 2.22 2.32 0.00 -0.060
C 1.02 0.90 -0.26 -0.303
C -0.90 -1.52 1.43 -0.054
C -0.41 -0.10 -1.83 -0.086
N 1.54 1.95 0.52 0.099

---

It comes down to *two*, which is 1.890 eV more stable than the next structure.